{"formula": "C29H66N10O9", "method": "the ωB97M-V functional and the def2-TZVPD basis", "symbols": ["C", "O", "N", "C", "C", "H", "H", "H", "H", "H", "H", "H", "C", "O", "N", "C", "C", "H", "H", "H", "H", "H", "H", "H", "C", "O", "N", "C", "C", "H", "H", "H", "H", "H", "H", "H", "C", "O", "N", "C", "C", "H", "H", "H", "H", "H", "H", "H", "C", "O", "N", "C", "C", "H", "H", "H", "H", "H", "H", "H", "C", "O", "N", "C", "C", "H", "H", "H", "H", "H", "H", "H", "C", "O", "N", "C", "C", "H", "H", "H", "H", "H", "H", "H", "C", "O", "N", "C", "C", "H", "H", "H", "H", "H", "H", "H", "C", "O", "N", "C", "C", "H", "H", "H", "H", "H", "H", "H", "C", "C", "N", "H", "H", "H"], "xyz": [[-5.59408, -22.12743, 9.82751], [-4.60887, -22.69584, 9.39578], [-6.03440, -22.23507, 11.09222], [-7.15623, -21.44921, 11.53248], [-5.31501, -22.96042, 12.13281], [-6.22305, -21.48138, 9.20325], [-6.75187, -20.64058, 12.16278], [-7.90225, -21.88127, 12.20885], [-7.76639, -21.04040, 10.72951], [-6.01668, -23.56360, 12.70466], [-4.55738, -23.63951, 11.75338], [-4.82424, -22.17433, 12.71423], [-2.26374, -22.09355, 6.05743], [-1.44648, -22.67123, 5.35271], [-2.04992, -20.90724, 6.66409], [-3.16176, -20.19721, 7.27395], [-0.81706, -20.15356, 6.49979], [-3.25666, -22.52906, 6.27471], [-2.76923, -19.64021, 8.12426], [-3.93421, -20.84110, 7.69426], [-3.62415, -19.49964, 6.56821], [-0.56369, -19.63356, 7.42185], [0.00522, -20.81072, 6.23500], [-0.99894, -19.45444, 5.67741], [-0.55349, -15.12259, 6.27508], [-1.26296, -15.11696, 5.29157], [-0.92444, -15.64564, 7.47309], [-0.02844, -15.69878, 8.61560], [-2.24883, -16.19263, 7.66361], [0.44254, -14.65018, 6.28053], [0.74137, -14.94440, 8.45610], [0.38544, -16.69685, 8.77232], [-0.58400, -15.43595, 9.51595], [-2.22530, -17.28261, 7.64102], [-2.78261, -15.76960, 8.51603], [-2.90881, -15.91331, 6.83880], [-5.67796, -14.04657, 7.26376], [-5.90095, -14.06610, 6.07292], [-5.62444, -15.10722, 8.09500], [-5.58744, -14.97323, 9.52786], [-5.77536, -16.48432, 7.63882], [-5.53256, -13.10285, 7.82582], [-5.36338, -13.93903, 9.80867], [-4.81677, -15.57190, 10.01730], [-6.55597, -15.19474, 9.98570], [-5.72243, -16.49759, 6.54982], [-4.98162, -17.09385, 8.06384], [-6.77534, -16.85486, 7.87696], [-0.43277, -19.09016, 15.56864], [-1.36592, -18.30517, 15.50561], [0.76189, -18.76983, 15.01095], [1.79965, -19.75698, 14.84762], [0.97535, -17.45840, 14.44509], [-0.48478, -20.10991, 15.97005], [2.61514, -19.63758, 15.56623], [2.25404, -19.68947, 13.85457], [1.42338, -20.77960, 14.87229], [0.81764, -17.42863, 13.36456], [0.30720, -16.71810, 14.87628], [2.00702, -17.19254, 14.68344], [-5.32502, -22.96196, 15.66152], [-4.36327, -23.54331, 15.17509], [-5.21987, -21.79947, 16.32768], [-6.35078, -21.33622, 17.13847], [-4.03164, -20.96058, 16.36697], [-6.33555, -23.39571, 15.63894], [-6.05036, -21.26241, 18.18527], [-7.19358, -22.01710, 17.06743], [-6.62676, -20.33528, 16.79903], [-3.22847, -21.58189, 15.97256], [-4.13937, -20.07070, 15.74807], [-3.80116, -20.65056, 17.38381], [-1.40767, -23.54315, 13.80210], [-1.21653, -22.38928, 13.44186], [-0.87769, -24.62066, 13.17514], [-1.07914, -25.94315, 13.71166], [0.05377, -24.46719, 12.08255], [-2.09618, -23.84369, 14.60603], [-1.91665, -26.02854, 14.40184], [-0.20995, -26.26585, 14.30092], [-1.18972, -26.68999, 12.92450], [-0.43514, -24.76127, 11.14656], [0.42083, -23.44974, 11.99829], [0.90088, -25.15252, 12.16309], [-3.52679, -18.87043, 10.75931], [-3.65758, -18.19298, 9.74632], [-2.53826, -18.77033, 11.65592], [-1.41624, -17.87860, 11.55814], [-2.44772, -19.76514, 12.72014], [-4.27186, -19.64263, 11.01965], [-1.31803, -17.26774, 12.45813], [-1.59992, -17.16017, 10.76197], [-0.46732, -18.38114, 11.36667], [-2.84807, -19.35280, 13.64403], [-2.63749, -20.81295, 12.49906], [-1.37186, -19.91114, 12.87607], [-3.72439, -13.08592, 15.07335], [-3.94476, -11.90238, 15.11232], [-3.26110, -13.80032, 14.00748], [-2.48190, -14.98090, 14.25883], [-2.96027, -13.09334, 12.78304], [-3.95714, -13.75839, 15.91635], [-2.65165, -15.71384, 13.45764], [-2.59414, -15.51518, 15.19833], [-1.39748, -14.87318, 14.10051], [-2.00121, -12.56738, 12.80583], [-2.96630, -13.79747, 11.94940], [-3.72453, -12.34251, 12.58957], [-1.93901, -22.01902, 10.05154], [-0.63041, -21.38636, 10.06861], [0.41304, -20.90503, 10.07906], [-2.67210, -21.24036, 9.84974], [-2.12540, -22.39393, 11.05889], [-2.05178, -22.80051, 9.30839]], "forces_ev_per_a": [[0.173, -0.509, 0.055], [0.056, 0.041, -0.194], [-0.859, -0.753, -0.165], [-0.171, 1.230, 1.031], [0.085, 0.555, -0.281], [-0.102, 0.116, -0.075], [-0.225, 0.301, -0.331], [0.444, -1.002, -0.228], [0.464, 0.090, -0.289], [0.006, 0.240, 0.268], [-0.023, 0.191, -0.407], [0.031, -0.475, 0.585], [0.756, -0.374, -0.471], [-0.392, 0.186, 0.374], [-0.523, -0.331, 0.654], [0.284, 0.309, 0.259], [-0.426, -0.142, -0.584], [0.058, 0.177, 0.009], [-0.098, 0.236, -0.136], [0.145, -0.378, -0.312], [0.018, 0.085, 0.084], [-0.123, 0.081, 0.016], [-0.103, -0.144, -0.071], [0.443, 0.271, 0.139], [-0.524, 0.052, 0.073], [0.202, 0.024, -0.085], [-0.058, 0.143, 0.455], [-0.309, 0.323, -0.420], [-0.673, -0.011, -1.064], [0.098, -0.152, 0.111], [0.267, -0.245, 0.178], [0.188, 0.017, -0.094], [-0.008, 0.129, 0.042], [-0.087, -0.021, 0.569], [0.516, -0.325, 0.475], [0.443, 0.094, -0.298], [-0.348, 0.447, 0.130], [0.185, -0.208, 0.052], [0.232, -1.050, 0.358], [0.041, 1.018, 0.525], [-0.209, 0.565, -0.827], [0.061, -0.011, -0.125], [-0.049, 0.021, -0.199], [-0.028, -0.331, -0.327], [-0.003, -0.234, -0.061], [0.193, 0.074, 0.033], [-0.169, -0.168, 0.125], [0.101, -0.171, 0.332], [0.248, 0.963, -1.344], [-0.491, -0.366, 0.717], [-0.429, -0.712, 0.302], [0.676, -0.288, -0.405], [0.364, 0.179, 0.125], [-0.037, 0.015, 0.150], [-0.096, -0.022, 0.105], [-0.133, 0.260, -0.012], [-0.256, 0.115, 0.357], [0.163, -0.195, -0.031], [-0.047, -0.180, 0.228], [-0.029, 0.233, -0.237], [1.473, -0.325, 0.262], [-0.433, 0.029, -0.374], [-1.427, 0.569, 0.742], [0.561, 0.372, -0.400], [0.201, -0.886, -0.392], [-0.057, 0.135, 0.081], [0.002, -0.058, 0.013], [-0.036, -0.003, -0.126], [-0.265, -0.046, 0.100], [0.206, 0.258, 0.010], [-0.099, 0.036, -0.042], [-0.049, -0.084, 0.096], [-0.068, -0.467, -0.692], [-0.044, 0.007, 0.374], [-0.120, 0.331, 0.597], [0.620, -0.757, 0.428], [0.006, -0.485, -0.712], [0.087, 0.305, 0.097], [-0.251, 0.392, -0.258], [0.091, 0.087, -0.141], [-0.209, 0.180, -0.132], [-0.011, 0.240, -0.037], [-0.135, 0.086, 0.115], [0.011, 0.083, 0.395], [-0.094, 0.607, -0.599], [0.009, -0.045, 0.362], [-0.223, -1.329, 0.229], [-0.091, 1.132, -0.438], [1.745, 0.317, 0.359], [0.125, -0.074, 0.111], [-0.037, -0.293, 0.235], [-0.044, -0.157, -0.246], [-0.115, -0.277, -0.023], [-0.239, -0.460, 0.098], [-1.174, 0.293, -0.293], [-0.022, 0.351, 0.352], [-0.198, -0.568, 0.275], [-0.112, 0.317, -0.285], [0.343, 0.421, 0.413], [0.910, -1.516, -1.395], [-0.145, 0.226, -0.350], [0.188, 0.060, 0.182], [-0.621, -0.062, 0.201], [-0.505, 0.455, 0.195], [0.003, 0.821, 0.452], [0.085, -0.138, 0.100], [0.085, -0.050, 0.057], [-0.038, -0.041, 0.146], [-0.113, 0.501, 0.453], [0.363, -0.240, -0.275], [-0.073, 0.138, 0.088], [-0.089, -0.161, -0.107], [-0.064, -0.208, -0.108], [0.175, -0.001, -0.038]], "lowdin_charge": [-0.339, -0.008, -0.186, -0.073, -0.027, 0.139, 0.087, 0.088, 0.088, 0.089, 0.092, 0.084, -0.343, -0.003, -0.186, -0.067, -0.036, 0.137, 0.048, 0.070, 0.098, 0.071, 0.087, 0.099, -0.340, 0.018, -0.185, -0.057, -0.053, 0.132, 0.084, 0.087, 0.071, 0.075, 0.079, 0.086, -0.355, 0.022, -0.193, -0.077, -0.042, 0.132, 0.080, 0.070, 0.091, 0.089, 0.055, 0.093, -0.324, -0.024, -0.189, -0.061, -0.043, 0.139, 0.088, 0.094, 0.084, 0.078, 0.077, 0.095, -0.338, -0.020, -0.186, -0.049, -0.026, 0.136, 0.089, 0.081, 0.089, 0.081, 0.086, 0.093, -0.309, -0.025, -0.185, -0.062, -0.043, 0.114, 0.088, 0.092, 0.091, 0.095, 0.077, 0.091, -0.330, -0.024, -0.148, -0.041, -0.052, 0.135, 0.067, 0.069, 0.086, 0.079, 0.052, 0.077, -0.351, 0.039, -0.193, -0.084, -0.054, 0.134, 0.070, 0.088, 0.085, 0.097, 0.079, 0.090, -0.072, -0.275, 0.145, 0.044, 0.060, 0.090], "fmax_ha_per_bohr": 0.044, "e_above_lowest_kj_mol": 395.4, "multiplicity": 1, "smiles": "CN(C)C=O.CN(C)C=O.CN(C)C=O.CN(C)C=O.CN(C)C=O.CN(C)C=O.CN(C)C=O.CN(C)C=O.CN(C)C=O.CC#N", "e_tot_ev": -64471.48122, "total_charge": 0, "gap_ev": 8.9}

{"formula": "C6H21N5O5PdS", "method": "the ωB97M-V functional and the def2-TZVPD basis", "symbols": ["O", "H", "Pd", "N", "N", "O", "O", "C", "C", "C", "C", "H", "H", "H", "H", "H", "H", "H", "H", "O", "H", "H", "C", "H", "H", "H", "O", "H", "H", "N", "N", "C", "N", "S", "H", "H", "H", "H", "H"], "xyz": [[3.87038, 1.63265, -3.41784], [4.23972, 2.14662, -2.71867], [0.63996, 0.19588, 0.21087], [-1.18775, -0.39388, -0.28244], [0.92162, -0.53145, -1.73398], [-2.34755, -0.37931, 0.51384], [2.04707, -0.50329, -2.28063], [-1.36191, -0.99477, -1.46531], [-0.20924, -1.03004, -2.31636], [-2.68694, -1.63316, -1.77313], [-0.10024, -1.65974, -3.68007], [-3.46361, -0.84252, -1.89791], [-2.96202, -2.32522, -0.94222], [-2.57535, -2.19313, -2.72179], [0.78551, -2.32386, -3.68314], [0.08207, -0.85380, -4.41222], [-1.01851, -2.20814, -3.95941], [-2.93146, 0.38001, 0.17971], [2.86663, 1.76966, -3.23171], [-1.61755, -0.62308, 3.13324], [-1.94311, -0.63423, 2.19143], [-1.14169, -1.46459, 3.25713], [1.30579, 1.92155, 0.33323], [2.36846, 1.70780, -0.03866], [1.08844, 2.42559, -0.61322], [1.25741, 2.53885, 1.24885], [-4.19243, 1.52976, 0.09914], [-5.01631, 1.16407, 0.35010], [-4.43432, 2.05543, -0.72048], [0.30366, 0.95547, 2.37501], [1.53709, 0.74374, 3.04677], [2.21316, -0.40957, 2.78688], [3.24713, -0.63911, 3.60322], [1.96109, -1.49299, 1.51757], [-0.50983, 0.49149, 2.87603], [0.20313, 1.97112, 2.27664], [1.64638, 1.17659, 3.96641], [3.75462, -1.51637, 3.44975], [3.36052, -0.15404, 4.47338]], "forces_ev_per_a": [[-3.163, 0.237, -0.226], [0.705, 0.524, 0.804], [-0.675, -3.445, 0.487], [-1.962, -0.475, -1.825], [-0.726, -0.645, -0.207], [-0.984, 0.760, -0.211], [-0.784, -0.113, -0.441], [0.739, 0.408, 1.080], [0.762, -0.029, 0.129], [0.126, -0.160, -0.461], [-0.005, 0.313, 0.117], [0.382, -0.701, 0.138], [0.057, 0.612, -0.700], [-0.386, 0.270, 0.616], [-0.487, 0.234, -0.160], [-0.032, -0.470, 0.021], [0.605, 0.231, 0.066], [0.891, -1.043, 0.654], [2.567, -0.793, -0.604], [-0.509, -0.975, -0.119], [0.175, -0.020, 0.495], [-0.309, 0.422, -0.166], [3.530, 4.457, -2.614], [-0.383, 0.014, 1.443], [-0.923, 1.046, 0.437], [0.535, 0.154, -1.165], [0.522, 1.763, -2.134], [-1.359, -0.768, 0.663], [0.696, -0.838, 1.399], [-0.485, 0.167, 1.944], [-0.690, -0.510, -0.004], [0.081, 0.096, -0.284], [0.786, -0.922, 0.297], [0.261, -0.044, 0.820], [1.019, 0.501, -0.338], [-0.296, -0.862, 0.161], [-0.005, -0.289, -0.444], [-0.387, 0.798, 0.199], [0.110, 0.094, 0.130]], "lowdin_charge": [-0.095, -0.003, 0.784, -0.169, -0.236, -0.143, -0.105, -0.278, -0.285, -0.018, -0.049, 0.088, 0.100, 0.068, 0.083, 0.082, 0.061, 0.075, 0.073, -0.084, 0.028, 0.068, -0.342, 0.027, -0.015, -0.007, -0.028, 0.040, 0.109, -0.085, -0.056, -0.872, 0.066, 0.642, 0.052, 0.073, 0.150, 0.100, 0.099], "fmax_ha_per_bohr": 0.122, "multiplicity": 3, "e_tot_ev": -38558.07200, "total_charge": 0, "gap_ev": [5.5, 6.9]}